Record 1
Computed, not measured: an isolated molecule of C5H13N3Si at a distorted geometry, with ωB97M-V/def2-TZVPD.

Geometry (Å):
Si 0.49505 0.43436 0.57886
N -0.44105 -0.93659 -0.47407
N -1.65007 -0.67164 -1.02626
N 0.30431 -1.65895 -1.45626
C -0.37761 -1.57761 -2.72064
C -1.74609 -0.95094 -2.26280
C 2.02197 -0.63446 1.12535
C -0.73414 0.81284 1.97536
C 0.86702 2.03377 -0.47922
H 0.28132 2.02614 -1.38447
H 0.56817 -2.62338 -1.20813
H -2.64053 -1.05730 -2.81896
H -1.00419 1.76627 2.16412
H 0.70890 2.92558 0.17026
H -1.78536 0.39552 1.63600
H -0.38529 -2.36622 -3.45626
H 0.17560 -0.80208 -3.35912
H 1.77385 -1.76747 1.17168
H 2.49869 -0.35550 2.12184
H 2.80422 -0.51210 0.30428
H -0.33817 0.42090 2.88741
H 1.95225 2.25347 -0.60513

Output
Energy relative to the best compared isomer or geometry (same formula, charge and spin)   11.6 kcal per mole
E_LUMO   0.917 eV

---

Record 2
Computed, not measured: a 6-piece molecular cluster, C42H46B3BrO6S overall at a distorted geometry, with ωB97M-V/def2-TZVPD.

Geometry (Å):
Br 6.24340 -0.65658 -3.82553
S 5.52019 -3.73978 1.39018
O 6.82695 -3.13787 1.52546
O 3.30190 -2.23493 -2.33869
O -0.38692 -2.19801 -2.31972
O 3.80887 -3.97641 -0.83475
O 5.38241 -5.17666 1.48008
O 5.06749 -1.94242 -0.76479
C -6.50878 5.87386 3.75956
C -4.93066 -0.84324 5.64017
C -4.79497 -1.48174 3.32568
C -8.83900 4.78441 4.80682
C -8.84027 6.08101 4.31218
C -4.53564 8.92997 4.48423
C 3.66357 0.38813 -4.51810
C -6.50932 4.57559 4.25067
C -3.76522 9.91404 3.88076
C -1.06377 -5.82481 1.21763
C 6.90578 0.69759 -8.55785
C 8.77002 -0.61537 -9.31507
C -1.19658 -5.18645 3.53122
C -1.86920 9.22729 5.18932
C 1.02118 -5.50097 -5.84833
C 1.58227 -4.23240 -5.79343
C 4.70951 0.48950 -3.41270
C 8.03890 -0.77033 -7.02852
C -3.97464 8.09381 5.43923
C -2.43182 10.06431 4.23577
C 1.39270 -3.43313 -4.67420
C 4.44906 -3.02934 2.62178
C -0.86014 -6.11837 2.55903
C -7.67480 6.62615 3.79124
C -1.73342 -3.96002 3.16298
C -5.67003 0.67417 3.92836
C 0.64353 -3.91246 -3.60404
C 1.31245 -3.44470 -1.19200
C 7.76877 0.31001 -9.57327
C -7.67295 4.03224 4.77733
C 8.90366 -1.15583 -8.04371
C -1.94021 -3.66815 1.82180
C 0.08119 -5.18585 -3.65907
C -5.33576 -0.25813 2.95616
C 4.19000 0.15658 -2.01016
C -5.46568 0.38272 5.26990
C -4.59441 -1.77481 4.66786
C -2.63992 8.24135 5.79005
C -1.60706 -4.60131 0.84996
C 0.43952 -3.07907 -2.36928
C 0.26821 -5.97690 -4.78427
C 7.04123 0.15917 -7.28530
B 2.83163 -3.22273 -1.49687
B 4.20798 -1.37953 -1.71238
B 4.73386 -3.16122 -0.25351
H -1.76957 -4.37011 -0.19602
H -4.57949 7.32791 5.90812
H -4.20346 10.56351 3.13396
H -4.77611 -1.07277 6.68653
H -0.49609 -5.56088 -2.82107
H -5.72346 1.11153 6.02832
H 5.12376 1.49418 -3.40146
H -0.82897 9.34355 5.46476
H -0.79838 -6.55129 0.45968
H 9.68326 -1.87948 -7.84347
H -2.35924 -2.71281 1.53261
H 4.46365 -3.70982 3.47003
H 2.17775 -3.85836 -6.61590
H -1.03934 -5.41610 4.57718
H -2.20025 7.58805 6.53260
H -4.17683 -2.73095 4.95662
H -4.53164 -2.20814 2.56760
H 2.68587 0.65244 -4.11581
H -5.59930 6.29797 3.35360
H -1.83080 10.83394 3.76901
H -0.17867 -6.96098 -4.82224
H 0.98140 -2.90072 -0.30584
H -0.43870 -7.07278 2.84639
H 9.44669 -0.91554 -10.10468
H 4.85324 -2.05886 2.90033
H -9.74991 6.66706 4.33292
H 6.12601 1.42131 -8.75872
H -5.59967 3.98839 4.22356
H 3.17055 0.53782 -1.90588
H 7.66132 0.72917 -10.56539
H 3.62225 -0.61559 -4.93776
H 1.19319 -4.52220 -1.03307
H 1.18453 -6.12077 -6.72018
H 6.36993 0.46282 -6.49443
H 3.44306 -2.90417 2.22250
H -7.67204 3.02122 5.16577
H 3.90833 1.07320 -5.32948
H -1.98994 -3.23054 3.92052
H -5.49706 -0.03078 1.91036
H 8.14540 -1.19537 -6.03962
H -9.74675 4.35995 5.21555
H 1.81547 -2.43828 -4.61214
H -6.09097 1.62914 3.64021
H -7.67701 7.63886 3.40817
H 4.80969 0.65908 -1.26535
H -5.57673 8.81378 4.21174

Output
E_LUMO   0.162 eV

---

Record 3
Computed, not measured: C26H46ClO2PPr as an isolated structure at a distorted geometry, with ωB97M-V/def2-TZVPD.

Geometry (Å):
Pr 0.63905 1.69912 1.03647
Cl 2.47291 -0.11687 0.30154
P -0.39542 -2.26118 0.50628
O -3.63058 0.96271 1.79090
O -1.52647 0.79095 0.97002
C -4.47654 -2.31125 -0.37946
C -0.08639 1.40995 -3.44191
C 2.29700 -5.22016 -2.11331
C 2.01089 -3.78610 -2.57393
C -1.24730 -4.22064 2.54158
C -1.06535 -4.64093 4.00695
C 1.86988 2.69791 -1.64961
C -0.95796 -1.80058 3.17315
C 0.78450 -3.18237 -1.87850
C -0.81703 -2.17887 4.65226
C -0.46303 -2.93632 2.25953
C 2.10805 2.77828 -3.15150
C -4.77063 -3.76801 -0.74698
C -3.19649 -2.18302 0.45168
C -2.00821 -2.81194 -0.29149
C -0.40053 1.97026 -2.16021
C -2.27286 -4.29877 -0.54236
C 0.89051 2.82559 2.84153
C -1.45837 -3.52995 4.98881
C 1.12208 -4.72658 0.11038
C 0.43820 2.61851 -1.41188
C 1.35743 1.63124 -3.86653
C -3.56023 -4.48450 -1.35879
C -2.56059 1.44594 1.52393
C 2.33258 -5.36313 -0.58673
C 0.92882 -3.28031 -0.35113
H 1.74399 3.76459 -3.47561
H 0.60165 -3.12718 2.49153
H -1.93109 -2.31692 -1.27886
H -0.31302 0.35894 -3.40676
H 1.52688 -5.88906 -2.52050
H -1.37519 1.76251 -1.68628
H -2.22954 2.50574 1.66705
H 2.39050 -6.42296 -0.31151
H -0.74173 1.68881 -4.24485
H -2.38099 -4.82671 0.41399
H -5.30918 -1.87831 0.18688
H 2.39144 3.44969 -1.03611
H -0.01157 -4.90885 4.16551
H -2.31639 -4.04999 2.35244
H -2.55091 -3.41934 4.98463
H -5.08958 -4.30548 0.15607
H 2.87966 -3.15206 -2.34984
H -1.65971 -5.54236 4.20385
H -0.39569 -0.87246 2.97190
H -3.34495 -2.69110 1.41797
H -0.92445 -5.04386 1.88897
H 3.24115 -4.88022 -0.20184
H -3.77250 -5.55651 -1.45837
H 1.26163 -4.77716 1.19905
H -0.02006 3.48890 2.68577
H -1.26189 -1.38909 5.26731
H 0.22154 -5.31383 -0.12420
H 0.09060 3.14490 -0.53003
H -1.43561 -4.77081 -1.07185
H 1.86213 -3.76346 -3.65912
H 1.56562 3.62778 2.46642
H 2.17533 1.68184 -1.31406
H 1.82432 -2.69496 -0.06919
H -3.00885 -1.12593 0.68679
H -0.12034 -3.71690 -2.20460
H 0.66386 -2.13150 -2.18011
H -2.01334 -1.57373 2.94486
H 0.25194 -2.21604 4.90087
H 1.42078 1.79064 -4.94797
H 3.25325 -5.55512 -2.53128
H -1.17788 -3.82640 6.00560
H 3.18228 2.69160 -3.36274
H 1.86329 0.67600 -3.65457
H -5.61045 -3.80594 -1.44989
H -3.38732 -4.09578 -2.37204
H -4.35664 -1.71352 -1.29310

Output
Energy relative to the best compared isomer or geometry (same formula, charge and spin)   0.0 kcal per mole
2S+1   3
Total charge   -1
E_LUMO (alpha / beta)   2.461 / 2.456 eV

---

Record 4
Computed, not measured: a 2-piece molecular cluster, C4H5ClFN4 overall at a distorted geometry, with ωB97M-V/def2-TZVPD.

Geometry (Å):
Cl 2.63852 0.63512 1.50152
F -1.43308 -0.15075 -1.30814
N 1.85510 -1.54936 -0.80341
N 1.22885 1.52076 -2.10088
N -0.84615 0.86790 1.76858
N -0.05036 -2.26593 0.59872
C 0.71483 0.81179 -1.35039
C -0.08594 -0.11275 -0.53699
C 0.43625 -1.58559 -0.56836
C -0.49161 0.41111 0.77033
H -0.04320 -1.99484 -1.47241
H -1.03545 -2.08202 0.74488
H 0.07794 -3.28147 0.50679
H 2.36483 -1.82839 0.04455
H 2.12394 -2.21164 -1.52042

Output
Energy relative to the best compared isomer or geometry (same formula, charge and spin)   0.0 kcal per mole
Total charge   -1
E_LUMO   3.123 eV

---

Number 1: E_tot -17741.535 eV. Number 2: E_tot -139498.874 eV. Number 3: E_tot -67683.521 eV. Number 4: E_tot -25429.827 eV.